(1)
23
Properties=species:S:1:pos:R:3:mulliken_spin:R:1 method="wB97M-V/def2-TZVPD" spin_multiplicity=2 total_charge=-1 de_lowest_ev=2.258 gap_ev="2.656 / 6.590" s_squared=0.76 energy_ha=-351.19633 homo_ev="0.9 / -3.1" lumo_ev="3.56 / 3.52" molar_mass_g_mol=122.21
C 1.071 -3.553 -0.125 0.00
C -0.084 -3.819 0.750 0.05
H 0.888 -3.726 -1.122 0.00
H 1.484 -2.462 -0.219 0.00
H 1.897 -4.153 0.369 0.00
H -0.859 -4.268 0.311 -0.01
H -0.736 -2.947 1.165 -0.01
H 0.264 -4.320 1.679 0.00
C 2.000 1.906 -0.586 -0.06
C -1.576 3.051 0.608 -0.09
C -2.372 1.872 0.295 0.15
C -0.187 3.074 0.385 0.46
C 0.479 1.876 -0.394 0.11
C -1.745 0.897 -0.474 0.36
C -0.330 0.951 -0.770 -0.14
H -2.097 3.789 1.088 0.00
H -3.440 1.844 0.475 0.02
H 0.466 3.868 0.818 0.07
H -2.155 -0.047 -0.837 0.02
H 2.246 1.645 -1.597 0.00
H 2.594 1.358 0.237 0.03
H -0.076 0.263 -1.602 0.02
H 2.268 2.902 -0.455 0.02

(2)
119
Properties=species:S:1:pos:R:3:lowdin_charge:R:1 method="wB97M-V/def2-TZVPD" total_charge=+3 de_lowest_ev=2.770 gap_ev=7.346 energy_ha=-3047.60493 homo_ev=-14.7 lumo_ev=-7.33 molar_mass_g_mol=969.45
Hf -0.870 1.559 -0.468 1.67
C -0.715 -0.470 -2.157 -0.08
C -1.889 0.324 -2.202 -0.25
C -1.480 1.611 -2.754 -0.25
C -0.075 1.489 -3.012 -0.07
C 0.371 0.180 -2.760 -0.19
C 1.543 -0.563 -3.393 -0.52
C 0.871 -1.424 -4.489 -0.02
C 2.237 -1.519 -2.419 -0.03
C 2.547 0.340 -4.115 -0.03
C -2.285 2.750 -3.450 -0.51
C -1.301 3.775 -4.035 -0.06
C -3.250 3.563 -2.578 -0.05
C -3.046 2.132 -4.633 -0.03
C -3.249 -0.388 -1.973 -0.52
C -3.110 -1.455 -0.873 -0.05
C -3.599 -1.130 -3.273 -0.02
C -4.412 0.516 -1.584 -0.04
H -0.706 -1.491 -1.809 0.12
H 0.509 2.274 -3.464 0.10
H 0.136 -2.107 -4.063 0.09
H 1.625 -2.019 -5.006 0.10
H 0.366 -0.799 -5.226 0.10
H 1.547 -2.297 -2.082 0.08
H 2.632 -1.013 -1.539 0.06
H 3.068 -2.023 -2.913 0.10
H 2.045 1.101 -4.715 0.09
H 3.130 -0.268 -4.807 0.10
H 3.272 0.832 -3.470 0.06
H -0.626 4.176 -3.270 0.07
H -1.869 4.612 -4.440 0.10
H -0.698 3.372 -4.850 0.10
H -2.741 4.394 -2.093 0.06
H -3.762 3.002 -1.803 0.06
H -4.022 4.002 -3.213 0.11
H -2.419 1.441 -5.199 0.10
H -3.361 2.930 -5.308 0.10
H -3.944 1.605 -4.322 0.07
H -2.436 -2.261 -1.164 0.08
H -4.087 -1.910 -0.705 0.10
H -2.777 -1.043 0.080 0.07
H -2.801 -1.820 -3.554 0.09
H -3.773 -0.455 -4.108 0.07
H -4.508 -1.715 -3.123 0.10
H -4.232 1.080 -0.663 0.08
H -5.287 -0.110 -1.403 0.10
H -4.682 1.216 -2.366 0.07
C 3.009 1.487 -0.768 -0.24
P 1.686 2.576 -0.238 0.90
C 2.249 2.972 1.451 -0.22
C 1.888 4.102 -1.231 -0.35
C 2.735 4.042 -2.336 -0.08
C 2.962 5.154 -3.136 -0.03
C 2.350 6.358 -2.840 -0.03
C 1.489 6.431 -1.754 -0.07
C 1.240 5.322 -0.945 -0.34
P -0.040 5.466 0.316 0.97
C -1.120 6.820 -0.154 -0.20
C 0.608 5.883 1.957 -0.18
H 2.835 1.112 -1.765 -0.01
H 3.021 0.645 -0.076 0.05
H 3.966 2.010 -0.709 0.08
H 2.773 2.091 1.824 0.06
H 1.435 3.194 2.124 0.01
H 2.954 3.803 1.418 0.07
H 3.243 3.124 -2.595 0.09
H 3.626 5.080 -3.986 0.12
H 2.532 7.234 -3.446 0.13
H 1.002 7.374 -1.548 0.11
H -1.390 6.733 -1.205 0.07
H -0.658 7.787 0.041 0.07
H -2.030 6.733 0.444 0.07
H 0.093 6.781 2.300 0.06
H 1.675 6.091 1.890 0.06
H 0.434 5.090 2.679 0.04
F 2.264 -4.721 0.651 0.09
C 1.522 -4.020 1.522 -0.17
C 1.148 -2.764 1.180 0.10
C 0.327 -2.018 2.042 -0.04
C -0.146 -0.717 1.681 -0.26
O 0.150 -0.173 0.556 -0.13
C -0.992 -0.052 2.594 -0.02
C -1.353 -0.647 3.765 0.08
N -0.899 -1.861 4.116 0.03
C -1.370 -2.461 5.361 -0.25
C -0.405 -2.632 6.495 -0.08
C -1.488 -1.597 6.576 -0.07
C -0.079 -2.586 3.257 -0.09
C 0.335 -3.886 3.597 0.07
C 1.123 -4.637 2.744 -0.11
N 1.504 -5.941 3.088 -0.07
C 0.576 -6.801 3.809 -0.13
C 1.287 -7.428 5.001 -0.05
N 2.724 -7.736 4.596 0.07
C 2.824 -7.996 3.115 -0.07
C 2.525 -6.703 2.360 -0.12
C -1.357 1.259 1.992 -0.54
O -0.573 2.204 2.031 0.02
O -2.258 1.189 1.034 -0.11
H 1.455 -2.354 0.227 0.12
H -2.024 -0.187 4.476 0.16
H -2.125 -3.220 5.198 0.16
H 0.601 -2.265 6.345 0.12
H -0.497 -3.525 7.097 0.11
H -1.171 -0.566 6.513 0.11
H -2.339 -1.775 7.217 0.12
H 0.040 -4.287 4.553 0.11
H 0.170 -7.570 3.144 0.14
H -0.279 -6.240 4.176 0.13
H 0.839 -8.368 5.315 0.14
H 1.357 -6.759 5.856 0.14
H 3.073 -8.537 5.125 0.19
H 3.322 -6.946 4.840 0.19
H 2.115 -8.796 2.913 0.14
H 3.827 -8.360 2.905 0.15
H 2.228 -6.981 1.347 0.14
H 3.435 -6.108 2.288 0.14
O -2.470 4.236 0.325 -0.02
C -1.397 3.849 0.033 -0.38

(3)
17
Properties=species:S:1:pos:R:3:nbo_charge:R:1 method="wB97M-V/def2-TZVPD" total_charge=+2 de_lowest_ev=3.302 gap_ev=9.151 energy_ha=-284.35632 homo_ev=-20.0 lumo_ev=-10.88 molar_mass_g_mol=89.14
C -2.044 1.214 2.298 0.20
C -0.816 0.236 0.538 -0.18
C 1.119 -2.636 -0.640 -0.81
N -2.035 0.706 1.135 -0.41
N 0.189 0.188 -1.476 -0.24
N -0.852 0.315 -0.871 0.09
H -1.170 1.398 2.838 0.24
H -3.091 1.312 2.740 0.28
H 0.123 0.785 0.844 0.27
H -0.867 -0.891 0.835 0.33
H 0.389 -2.774 0.158 0.21
H 1.822 -1.895 -0.196 0.19
H 0.701 -2.041 -1.585 0.15
H -2.826 0.773 0.565 0.47
H 1.182 0.110 -0.943 0.44
H 0.224 0.118 -2.516 0.48
H 1.464 -3.571 -0.970 0.28

(4)
144
Properties=species:S:1:pos:R:3:lowdin_charge:R:1 method="wB97M-V/def2-TZVPD" smiles=CC(C)O.CC(C)O.CC(C)O.CC(C)O.CC(C)O.CC(C)O.CC(C)O.CC(C)O.CC(C)O.CC(C)O.CC(C)O.CC(C)O de_lowest_ev=0.928 gap_ev=10.421 energy_ha=-2332.07651 homo_ev=-9.9 lumo_ev=0.56 molar_mass_g_mol=721.15
C 2.524 -3.067 -5.273 -0.06
C 1.526 -3.904 -4.494 -0.49
C 0.591 -3.059 -3.671 -0.05
O 0.685 -4.607 -5.417 -0.06
H 3.071 -3.703 -5.975 0.08
H 3.259 -2.568 -4.635 0.08
H 2.036 -2.269 -5.837 0.08
H 2.078 -4.657 -3.920 0.14
H 1.040 -2.765 -2.726 0.07
H -0.312 -3.627 -3.434 0.06
H 0.231 -2.262 -4.323 0.09
H 1.240 -5.017 -6.087 0.08
C 4.373 -1.286 4.532 -0.07
C 3.206 -2.217 4.204 -0.45
C 1.875 -1.685 4.736 -0.05
O 3.146 -2.300 2.753 -0.07
H 5.269 -1.501 3.957 0.08
H 4.607 -1.262 5.601 0.08
H 4.078 -0.264 4.271 0.07
H 3.416 -3.216 4.585 0.13
H 1.694 -0.634 4.532 0.05
H 1.938 -1.857 5.816 0.09
H 1.104 -2.297 4.268 0.07
H 3.337 -1.412 2.428 0.06
C 1.399 0.710 -3.772 -0.03
C 2.339 0.116 -2.754 -0.46
C 3.797 0.290 -3.120 -0.04
O 2.169 0.696 -1.468 -0.09
H 1.201 0.075 -4.636 0.07
H 1.720 1.703 -4.092 0.07
H 0.412 0.849 -3.308 0.08
H 2.091 -0.928 -2.566 0.11
H 4.036 -0.078 -4.117 0.08
H 4.323 -0.280 -2.353 0.07
H 4.113 1.325 -2.998 0.07
H 2.019 1.654 -1.530 0.05
C 0.606 1.389 7.783 -0.06
C 1.325 1.808 6.496 -0.48
C 0.369 1.726 5.302 -0.07
O 1.792 3.164 6.536 -0.05
H 1.356 1.251 8.569 0.08
H 0.063 0.463 7.621 0.08
H -0.031 2.200 8.143 0.08
H 2.154 1.108 6.342 0.12
H 0.021 0.713 5.105 0.06
H 0.872 2.080 4.399 0.07
H -0.461 2.405 5.504 0.08
H 1.644 3.506 7.421 0.08
C -1.055 -1.195 -0.282 -0.02
C -0.781 0.018 0.592 -0.44
C 0.066 -0.315 1.805 -0.04
O -0.201 1.078 -0.187 -0.07
H -0.193 -1.412 -0.916 0.08
H -1.896 -0.953 -0.940 0.07
H -1.327 -2.079 0.294 0.06
H -1.732 0.442 0.929 0.14
H -0.461 -1.022 2.448 0.06
H 0.303 0.581 2.377 0.07
H 0.965 -0.839 1.468 0.08
H 0.733 0.946 -0.401 0.05
C 5.546 1.007 -0.077 -0.06
C 5.009 1.669 1.173 -0.48
C 3.511 1.826 1.286 -0.03
O 5.456 0.928 2.321 -0.07
H 5.253 1.515 -0.994 0.07
H 5.159 -0.013 -0.149 0.08
H 6.637 0.998 -0.040 0.08
H 5.505 2.651 1.241 0.14
H 3.038 2.345 0.457 0.07
H 3.292 2.321 2.233 0.09
H 3.065 0.824 1.297 0.07
H 6.382 0.690 2.216 0.09
C -3.364 -2.022 2.647 -0.04
C -3.007 -3.479 2.439 -0.49
C -1.649 -3.832 3.004 -0.06
O -3.940 -4.368 3.090 -0.05
H -3.515 -1.758 3.689 0.09
H -4.203 -1.752 2.000 0.08
H -2.540 -1.422 2.238 0.05
H -2.992 -3.709 1.370 0.11
H -1.408 -4.888 2.852 0.08
H -1.630 -3.668 4.084 0.09
H -0.851 -3.280 2.500 0.06
H -4.800 -4.198 2.691 0.08
C -2.626 1.890 -2.763 -0.04
C -1.632 3.031 -2.721 -0.48
C -2.240 4.337 -3.230 -0.03
O -1.227 3.251 -1.374 -0.08
H -2.110 0.951 -2.545 0.06
H -3.020 1.809 -3.779 0.09
H -3.418 2.051 -2.034 0.10
H -0.768 2.833 -3.373 0.11
H -2.243 4.307 -4.326 0.09
H -1.681 5.225 -2.950 0.05
H -3.290 4.369 -2.932 0.09
H -1.027 2.383 -0.978 0.05
C 0.749 5.688 -2.407 -0.04
C 1.321 4.387 -2.928 -0.48
C 2.735 4.541 -3.426 -0.04
O 1.324 3.362 -1.923 -0.08
H 0.731 6.398 -3.238 0.09
H 1.284 6.120 -1.561 0.09
H -0.287 5.563 -2.071 0.04
H 0.677 4.039 -3.747 0.12
H 3.378 4.924 -2.636 0.09
H 2.734 5.221 -4.278 0.09
H 3.104 3.578 -3.783 0.06
H 0.402 3.302 -1.614 0.03
C -2.034 6.145 3.313 -0.07
C -1.652 5.156 2.244 -0.49
C -2.713 4.068 2.116 -0.05
O -1.624 5.833 0.967 -0.07
H -2.037 5.682 4.300 0.08
H -3.041 6.553 3.162 0.08
H -1.382 7.022 3.332 0.08
H -0.633 4.816 2.457 0.13
H -2.352 3.262 1.468 0.06
H -3.551 4.564 1.628 0.09
H -3.048 3.607 3.046 0.08
H -1.548 5.107 0.335 0.05
C -4.033 -1.573 -2.914 -0.05
C -5.256 -2.255 -2.326 -0.49
C -5.737 -3.459 -3.088 -0.06
O -5.001 -2.583 -0.950 -0.07
H -3.194 -2.276 -2.904 0.07
H -3.791 -0.679 -2.347 0.05
H -4.181 -1.287 -3.961 0.09
H -6.090 -1.546 -2.270 0.14
H -6.556 -3.945 -2.554 0.08
H -4.960 -4.224 -3.196 0.07
H -6.097 -3.190 -4.084 0.08
H -4.519 -3.425 -0.920 0.04
C -0.696 -5.074 -0.925 -0.04
C -2.027 -4.967 -1.652 -0.49
C -2.257 -6.088 -2.657 -0.04
O -3.114 -4.858 -0.739 -0.07
H -0.770 -5.774 -0.089 0.09
H -0.493 -4.091 -0.494 0.06
H 0.136 -5.357 -1.567 0.08
H -2.055 -4.031 -2.214 0.10
H -2.050 -7.064 -2.205 0.09
H -1.643 -5.984 -3.553 0.08
H -3.299 -6.079 -2.983 0.07
H -3.286 -5.706 -0.314 0.11

(5)
11
Properties=species:S:1:pos:R:3:mulliken_spin:R:1 method="wB97M-V/def2-TZVPD" spin_multiplicity=3 total_charge=+1 de_lowest_ev=2.038 gap_ev="8.747 / 6.845" s_squared=2.01 energy_ha=-2816.94972 homo_ev="-13.0 / -14.9" lumo_ev="-4.26 / -8.08" molar_mass_g_mol=150.99
C 0.598 -1.161 0.078 -0.01
C -0.264 1.015 -0.394 0.74
N 1.001 -0.582 -1.175 0.22
N 0.555 0.489 -1.420 -0.07
N -0.528 -0.171 0.554 -0.03
Br -1.680 1.862 -1.216 0.22
H 0.339 -2.168 -0.090 0.01
H 1.295 -1.133 0.880 0.01
H 0.641 2.221 0.811 0.89
H -1.536 -0.453 0.429 0.02
H -0.422 0.081 1.543 0.00

(6)
80
Properties=species:S:1:pos:R:3:lowdin_charge:R:1 method="wB97M-V/def2-TZVPD" gap_ev=7.786 energy_ha=-4634.43886 homo_ev=-8.1 lumo_ev=-0.32 molar_mass_g_mol=927.47
Hg 3.263 -0.215 4.158 1.07
C 4.090 -1.939 1.163 -0.13
C 3.414 -0.807 0.971 -0.15
C 1.994 -0.690 0.486 -0.21
C 0.839 -0.548 1.498 -0.20
C 0.936 -1.395 2.742 -0.18
C 1.446 -2.638 2.808 -0.12
C 2.004 -3.452 1.682 -0.19
C 3.520 -3.319 1.336 -0.18
C 2.558 -0.490 6.149 -0.29
H 5.186 -1.888 1.190 0.11
H 3.939 0.166 1.127 0.10
H 1.777 -1.547 -0.172 0.10
H 1.986 0.227 -0.131 0.10
H 0.694 0.515 1.763 0.11
H -0.102 -0.837 0.985 0.11
H 0.284 -1.068 3.559 0.10
H 1.418 -3.150 3.777 0.11
H 1.421 -3.325 0.755 0.11
H 1.881 -4.504 2.008 0.12
H 4.116 -3.830 2.115 0.09
H 3.700 -3.907 0.412 0.12
H 3.463 -0.865 6.648 -0.03
H 1.770 -1.248 6.155 -0.04
H 2.230 0.474 6.572 -0.03
P -3.881 0.779 -1.101 1.05
P -1.563 1.723 -2.749 1.02
N -4.509 -0.762 -0.581 -0.29
N -5.436 1.597 -0.716 -0.26
N -0.707 0.368 -3.496 -0.26
N -0.765 2.895 -3.802 -0.28
C -4.097 0.565 -2.940 -0.38
C -3.159 1.546 -3.683 -0.40
C -3.750 -1.689 0.157 -0.15
C -4.412 -2.906 0.142 -0.10
C -5.621 -2.732 -0.620 -0.09
C -5.662 -1.412 -1.050 -0.13
C -5.520 2.559 0.305 -0.15
C -6.734 3.233 0.186 -0.10
C -7.431 2.657 -0.931 -0.09
C -6.631 1.638 -1.443 -0.16
C 0.231 -0.422 -2.816 -0.13
C 0.519 -1.541 -3.594 -0.09
C -0.262 -1.431 -4.796 -0.08
C -0.978 -0.246 -4.723 -0.17
C -0.522 2.857 -5.186 -0.13
C -0.201 4.144 -5.609 -0.09
C -0.242 5.003 -4.455 -0.10
C -0.578 4.219 -3.363 -0.16
H -5.134 0.726 -3.276 0.07
H -3.844 -0.483 -3.190 0.09
H -3.036 1.209 -4.725 0.06
H -3.610 2.556 -3.734 0.10
H -2.817 -1.371 0.609 0.09
H -4.083 -3.818 0.627 0.09
H -6.380 -3.480 -0.823 0.09
H -6.388 -0.887 -1.651 0.08
H -4.703 2.670 1.006 0.09
H -7.077 4.049 0.814 0.09
H -8.391 2.967 -1.332 0.09
H -6.809 0.949 -2.255 0.08
H 0.599 -0.104 -1.845 0.07
H 1.196 -2.347 -3.337 0.09
H -0.321 -2.136 -5.618 0.09
H -1.649 0.198 -5.442 0.09
H -0.593 1.934 -5.739 0.08
H 0.038 4.431 -6.627 0.09
H -0.043 6.069 -4.436 0.09
H -0.716 4.453 -2.315 0.09
Cl 5.036 2.257 3.356 0.63
C 6.008 0.989 4.037 -0.74
C 5.432 -0.251 4.274 -0.36
C 6.242 -1.314 4.672 -0.72
Cl 5.598 -2.920 4.755 0.65
C 7.607 -1.095 5.007 -0.71
Cl 8.589 -2.363 5.592 0.69
C 8.166 0.200 4.870 -0.72
Cl 9.783 0.506 5.316 0.69
C 7.359 1.244 4.359 -0.72
Cl 8.023 2.803 4.159 0.69

(7)
102
Properties=species:S:1:pos:R:3:lowdin_charge:R:1 method="wB97M-V/def2-TZVPD" total_charge=-2 de_lowest_ev=1.240 gap_ev=4.011 energy_ha=-13685.38020 homo_ev=-0.9 lumo_ev=3.08 molar_mass_g_mol=1238.35
Cs 0.284 0.986 0.043 1.24
N -1.617 -2.493 -1.184 0.12
C -2.825 -2.838 -1.755 -0.26
C -2.846 -3.606 -2.926 -0.06
C -4.035 -4.043 -3.486 -0.14
C -5.241 -3.724 -2.878 -0.14
C -5.223 -2.953 -1.721 -0.07
C -4.047 -2.493 -1.130 -0.13
C -4.132 -1.617 0.085 -0.25
C -5.074 -1.974 1.064 -0.10
C -5.359 -1.112 2.117 -0.17
C -4.692 0.109 2.168 -0.17
C -3.710 0.397 1.222 -0.22
C -3.347 -0.438 0.149 -0.07
H -0.842 -2.412 -1.822 0.09
H -1.671 -1.733 -0.511 0.01
H -1.900 -3.856 -3.395 0.10
H -4.014 -4.626 -4.400 0.08
H -6.183 -4.044 -3.309 0.08
H -6.162 -2.662 -1.263 0.10
H -5.594 -2.928 1.000 0.09
H -6.099 -1.380 2.867 0.08
H -4.917 0.817 2.965 0.07
H -3.177 1.343 1.347 0.05
N -0.036 -4.114 2.810 0.11
C -1.252 -4.467 3.412 -0.25
C -1.491 -5.759 3.859 -0.04
C -2.701 -6.078 4.465 -0.12
C -3.690 -5.115 4.582 -0.11
C -3.463 -3.830 4.101 -0.09
C -2.236 -3.488 3.554 -0.43
S -1.912 -1.846 3.010 1.04
N -0.754 -2.097 1.812 -0.18
C 0.000 -3.109 1.833 -0.36
C 0.985 -3.280 0.738 -0.23
C 1.470 -4.528 0.360 -0.03
C 2.359 -4.599 -0.706 -0.08
C 2.729 -3.435 -1.351 -0.05
C 2.182 -2.234 -0.908 -0.11
N 1.333 -2.165 0.112 0.11
H 0.611 -4.870 2.679 0.11
H -0.724 -6.517 3.733 0.10
H -2.870 -7.085 4.824 0.09
H -4.645 -5.362 5.028 0.09
H -4.241 -3.075 4.141 0.10
H 1.130 -5.437 0.837 0.10
H 2.737 -5.560 -1.035 0.10
H 3.405 -3.438 -2.196 0.10
H 2.405 -1.291 -1.397 0.08
Br 1.029 3.691 -7.082 0.60
C 1.378 2.777 -5.450 -0.79
C 2.455 1.923 -5.350 -0.80
Br 3.608 1.618 -6.831 0.60
C 2.689 1.271 -4.120 -0.64
Br 4.183 0.095 -3.897 0.64
C 1.887 1.427 -2.986 -0.47
O 2.135 0.857 -1.860 -0.42
C 0.706 2.322 -3.099 -0.50
O -0.058 2.482 -2.097 -0.36
C 0.534 2.968 -4.339 -0.65
Br -0.944 4.167 -4.423 0.66
C 3.779 3.399 1.541 -0.10
N 3.663 1.965 1.757 -0.28
C 4.038 1.161 0.579 -0.08
P 2.690 1.316 2.917 0.43
O 2.156 -0.004 2.588 -0.28
O 1.615 2.495 3.189 -0.28
P 0.008 2.540 3.403 0.44
O -0.752 1.696 2.487 -0.44
N -0.306 4.142 3.208 -0.30
C 0.373 5.165 3.971 -0.11
C -1.471 4.576 2.452 -0.08
N -0.155 2.208 5.034 -0.28
C -1.462 2.605 5.564 -0.11
C 0.143 0.814 5.395 -0.10
N 3.465 1.319 4.404 -0.30
C 4.381 0.208 4.610 -0.11
C 3.958 2.566 4.954 -0.12
H 4.796 3.635 1.219 0.08
H 3.572 3.953 2.456 0.06
H 3.088 3.740 0.763 0.10
H 5.102 1.305 0.372 0.08
H 3.454 1.434 -0.309 0.06
H 3.853 0.108 0.781 0.08
H 1.295 4.771 4.396 0.06
H -0.248 5.544 4.793 0.08
H 0.627 6.006 3.321 0.09
H -1.890 3.734 1.906 0.08
H -1.182 5.346 1.733 0.09
H -2.240 4.988 3.117 0.08
H -1.669 3.650 5.334 0.06
H -1.443 2.490 6.649 0.08
H -2.273 1.987 5.161 0.09
H 1.085 0.493 4.952 0.05
H -0.643 0.132 5.052 0.06
H 0.233 0.750 6.482 0.08
H 3.972 -0.690 4.152 0.08
H 4.501 0.032 5.682 0.08
H 5.373 0.407 4.180 0.08
H 3.217 3.354 4.830 0.06
H 4.900 2.886 4.486 0.08
H 4.138 2.441 6.025 0.08